C63H84N5OP3S6Sr as an isolated structure at a distorted geometry, computed with wB97M-V/def2-TZVPD.

Properties
multiplicity	1
energy relative to the best compared isomer or geometry (same formula, charge and spin)	511.3	kJ/mol

Atoms and positions in Å:
C1 -4.469 -1.262 -3.115
H1 -2.032 1.769 1.419
H2 2.808 3.065 3.479
H3 -2.858 0.748 4.523
C2 -4.714 0.721 2.613
C3 -5.982 -3.100 -2.735
C4 -2.477 1.162 3.588
C5 -0.617 6.164 0.863
H4 -0.126 -5.326 -0.561
C6 3.206 4.276 -0.900
N1 2.525 2.233 1.568
H5 3.570 -2.602 -3.465
C7 6.333 0.274 0.641
P1 2.417 0.511 1.961
P2 -2.540 -3.864 -0.580
H6 6.022 4.954 3.125
H7 -5.591 1.159 2.127
H8 -4.044 2.638 3.372
C8 -3.637 1.800 2.809
H9 -0.268 1.874 -7.297
H10 -1.308 -2.489 -5.774
C9 3.919 -1.659 -3.057
H11 -2.981 -2.430 -5.199
H12 -4.946 -0.201 -0.162
C10 -2.073 -5.491 -1.514
H13 -2.917 1.744 -1.407
H14 -4.932 -1.275 1.816
C11 -3.270 -4.955 0.790
C12 2.742 1.185 6.545
C13 -2.032 -5.357 -3.035
H15 -2.877 -6.189 -1.274
C14 -1.906 -0.279 -3.274
H16 -3.515 -4.992 2.939
C15 3.110 5.811 5.011
H17 2.675 -0.563 -4.511
H18 -1.131 -4.836 -3.356
H19 7.684 -1.390 0.742
C16 2.203 3.312 -1.037
H20 4.962 -1.549 -3.358
C17 -1.855 1.671 -1.660
C18 3.856 0.734 4.457
H21 -1.692 -2.786 -4.053
C19 4.572 3.535 2.390
H22 3.417 4.706 0.072
H23 -0.824 7.049 0.275
H24 -8.132 -3.102 -2.929
H25 4.711 5.435 -1.887
C20 -3.336 -4.256 2.150
C21 4.139 -0.065 1.597
H26 2.317 5.467 4.346
C22 -0.784 2.419 -6.505
C23 3.923 4.701 -2.005
C24 1.401 -3.451 -0.055
S1 4.531 4.695 4.948
H27 4.898 3.673 1.357
C25 3.631 4.184 -3.266
N2 -3.119 2.279 1.479
S2 1.188 -2.162 1.259
C26 5.765 -1.859 1.581
H28 -0.975 -6.774 -0.111
H29 -2.892 -4.799 -3.407
N3 -1.137 0.709 1.606
H30 -7.313 -4.251 -3.983
H31 -4.283 -0.295 -3.569
H32 -1.410 2.667 -1.611
C27 3.069 3.293 2.444
H33 5.107 2.680 2.803
C28 -7.294 -3.799 -2.987
H34 4.562 -0.884 -1.180
C29 -1.413 0.139 -5.616
H35 -0.116 3.198 -6.132
C30 2.609 3.264 -3.417
C31 -3.412 -1.843 -2.355
H36 -5.016 0.353 3.596
H37 -2.394 -3.745 2.355
C32 0.430 3.992 1.059
C33 -1.726 1.104 -3.056
H38 4.779 0.597 3.910
C34 -0.796 4.943 2.922
H39 4.205 4.506 -4.125
H40 -1.651 2.912 -6.953
H41 -1.375 0.985 -0.973
H42 2.751 5.800 6.039
H43 2.369 2.865 -4.395
C35 3.775 -1.552 -1.528
C36 1.894 2.828 -2.306
H44 3.846 -2.471 -0.959
C37 -1.771 -0.742 -4.604
N4 -4.088 -0.016 0.347
H45 -3.365 -0.526 -0.158
H46 -3.561 1.685 0.740
C38 -3.751 -3.072 -1.692
H47 -2.026 -6.352 -3.488
H48 -6.445 -1.349 -3.899
H49 -5.229 -4.613 -1.488
H50 -1.614 6.907 2.614
H51 0.503 0.670 4.066
H52 -3.195 3.277 1.330
H53 6.006 -2.895 1.779
S3 2.462 -4.957 -1.963
C39 1.481 -3.559 -1.470
H54 -2.469 -5.694 0.863
H55 -5.435 -5.029 0.629
H56 -1.093 0.086 0.808
H57 2.789 1.416 7.601
S4 2.336 -4.648 0.837
H58 -3.100 -1.591 3.179
C40 6.698 -1.018 0.987
C41 5.049 0.735 0.913
C42 -5.004 -3.656 -1.936
H59 0.469 5.195 -0.716
H60 0.204 3.053 2.984
H61 -0.237 -6.637 -1.706
H62 2.565 4.223 2.172
C43 4.498 -1.383 1.892
H63 -1.151 4.867 3.944
H64 -1.730 1.926 3.828
C44 1.466 0.779 4.553
H65 0.596 1.163 6.479
H66 -4.693 -6.470 1.333
H67 4.872 1.109 6.303
H68 4.440 5.670 2.771
Sr1 0.052 -1.768 -0.958
C45 3.910 1.014 5.815
H69 7.028 0.915 0.112
S5 4.187 -6.677 -0.258
C46 -1.201 1.491 -5.391
C47 -0.787 -6.088 -0.940
S6 0.836 -2.971 -2.997
C48 -1.375 1.954 -4.098
H70 3.771 -2.061 2.317
H71 -4.616 -6.219 -0.403
C49 -1.944 -2.204 -4.934
C50 4.946 4.791 3.177
C51 -4.209 -0.457 1.752
C52 2.343 -0.917 -1.342
N5 -2.228 -1.155 -2.217
C53 -2.867 -0.993 2.299
P3 1.326 2.540 0.370
H72 2.477 -0.117 -0.627
C54 -4.582 -5.707 0.558
C55 3.052 -5.514 -0.457
C56 -5.692 -1.856 -3.302
H73 -4.157 -3.532 2.171
H74 1.839 -1.852 -1.009
H75 1.120 2.080 -2.412
H76 -1.272 -0.254 -6.620
H77 -2.401 -1.595 1.519
C57 2.631 0.635 3.799
C58 1.514 1.051 5.914
C59 0.115 5.120 0.305
C60 3.073 -0.485 -3.500
O1 1.944 -0.371 -2.598
H78 -1.087 -0.497 3.358
H79 4.719 1.687 0.523
H80 -7.458 -4.599 -2.262
H81 -1.215 3.010 -3.889
H82 3.683 0.421 -3.411
H83 3.413 6.822 4.746
H84 -0.155 0.882 1.821
C61 -1.068 6.083 2.172
C62 -0.054 3.911 2.369
C63 -1.823 0.046 2.763

=====

A 17-piece molecular cluster, C64H144F18N17O36S18 overall at a distorted geometry, computed with wB97M-V/def2-TZVPD.

Properties
total charge	-1
multiplicity	1

Atoms and positions in Å:
H1 -0.036 8.663 1.081
C1 1.506 8.448 6.189
H2 6.014 4.649 3.850
F1 -7.498 -6.397 -1.286
H3 -1.562 1.006 6.638
H4 0.925 -1.932 -8.093
C2 0.140 1.503 -0.867
N1 7.843 4.865 -3.369
F2 -3.644 3.325 -1.126
H5 7.341 3.202 0.849
H6 4.409 -4.746 -7.441
H7 -10.518 -4.912 -2.251
F3 -10.975 -1.521 -0.465
C3 -1.651 -0.052 6.883
O1 -4.067 -4.006 -1.452
C4 -6.592 -2.297 -5.838
S1 -5.413 6.278 0.427
H8 3.423 8.798 1.800
C5 -5.082 -2.239 -5.641
O2 0.904 -4.162 3.733
O3 0.990 -6.759 -5.563
H9 -3.158 0.121 4.574
O4 -10.630 0.281 1.099
H10 -0.900 -0.508 -2.705
S2 -1.704 3.306 -4.461
H11 -0.545 -3.986 -6.210
H12 -0.288 -10.744 -0.472
H13 4.750 -5.048 -4.527
C6 -8.588 -2.962 -4.374
H14 -0.034 -0.560 1.956
O5 -2.908 0.897 -2.999
C7 1.742 -3.831 -7.652
N2 -2.852 4.077 6.022
C8 0.431 -7.421 -0.086
F4 6.980 -0.565 -6.596
H15 1.398 -4.723 -7.128
O6 -1.058 -5.363 -2.296
H16 -0.112 2.306 -0.174
H17 -11.056 -3.314 -2.044
H18 9.559 6.149 -0.744
H19 9.588 5.882 -4.330
H20 -1.646 -7.770 1.366
H21 7.752 4.726 -1.125
F5 -2.211 -7.500 -2.679
H22 8.053 2.293 2.248
F6 -1.451 4.316 -3.238
C9 -0.039 8.183 2.060
O7 -4.064 4.867 3.971
H23 6.185 5.995 -2.699
H24 -2.321 -0.111 0.715
O8 5.777 -2.628 1.168
N3 -6.060 -5.114 -0.234
O9 -4.594 6.941 1.487
H25 0.961 9.072 6.897
C10 -2.099 -9.760 1.383
C11 -1.106 -8.675 1.644
C12 -6.184 -3.155 -3.660
H26 -3.356 -2.027 5.487
H27 -6.105 -2.850 -2.616
O10 7.041 -0.558 -0.317
H28 -4.111 -2.510 -3.871
O11 -5.449 3.154 0.340
H29 9.125 3.846 -4.636
C13 0.238 0.347 1.414
C14 0.666 -6.331 0.975
F7 -1.460 5.964 6.806
H30 2.519 7.007 0.597
H31 -0.593 -2.212 -2.267
O12 -7.089 0.338 -0.328
C15 3.420 3.681 6.872
H32 0.576 -4.884 -0.475
C16 4.083 -2.927 -4.793
H33 0.144 -1.786 -0.152
O13 -3.214 1.184 -5.538
C17 8.094 3.725 -4.303
H34 4.757 -1.932 -7.643
H35 0.163 -1.145 7.706
O14 -1.573 6.030 4.540
H36 2.048 -4.325 -8.574
O15 4.470 3.100 -7.326
H37 2.145 9.181 0.622
S3 -4.413 4.136 0.039
H38 2.107 -3.211 -5.171
H39 7.397 3.748 -5.141
C18 -0.765 -1.208 -1.880
H40 1.894 9.720 4.547
S4 5.655 -0.201 -0.117
O16 -1.588 -6.192 -4.633
H41 3.147 -1.678 -8.268
N4 -7.262 -2.313 -4.461
S5 6.111 0.780 -6.241
O17 -0.296 -5.567 6.030
H42 3.277 3.004 3.075
H43 -2.752 -2.685 7.777
H44 -4.239 -1.535 2.972
C19 3.954 -4.517 -6.477
O18 -0.224 4.384 5.788
H45 -4.093 1.249 6.971
C20 -3.952 0.471 7.722
N5 5.012 0.425 -7.195
H46 -4.846 -1.184 -5.503
N6 4.591 3.356 4.762
H47 2.010 10.077 2.048
H48 1.554 -9.129 1.988
S6 4.795 -1.598 1.534
O19 -1.576 -5.777 3.781
C21 4.154 4.033 -2.719
H49 -5.816 -1.292 3.642
H50 1.229 1.539 -0.906
N7 -8.739 -1.506 0.316
H51 5.604 3.849 6.494
O20 4.766 -0.532 -1.221
O21 -1.588 4.329 -5.521
O22 -8.105 0.304 1.948
S7 -4.418 -4.819 -0.314
N8 5.127 0.049 1.229
C22 2.389 9.122 1.683
H52 -1.072 -1.992 9.540
H53 5.242 1.657 5.975
C23 -1.560 -1.241 8.919
H54 1.301 0.566 1.317
H55 5.870 1.818 2.952
N9 -3.127 -0.613 7.110
C24 0.106 1.411 3.683
H56 1.004 -10.659 1.445
O23 3.338 1.921 -5.355
N10 -0.316 0.276 -0.066
H57 -7.043 -1.621 -6.565
H58 -4.885 0.033 8.074
C25 7.360 3.072 1.931
C26 -0.742 -9.754 -0.521
C27 3.271 2.183 6.516
H59 1.395 6.778 4.086
H60 4.707 -2.159 -4.337
H61 -3.686 -1.659 8.820
S8 -9.904 -0.378 -0.016
H62 4.678 5.312 5.940
S9 -1.044 -6.461 -3.289
H63 -2.281 0.983 -0.674
C28 1.192 -9.643 1.098
N11 3.071 -3.282 -6.995
H64 -1.349 1.687 1.956
H65 -0.573 -9.458 -1.556
H66 -9.426 -2.453 -4.852
H67 -9.195 -2.199 -2.370
F8 4.899 -1.608 3.158
C29 -2.139 -9.704 -0.139
H68 5.775 -4.101 -5.550
F9 -4.874 3.093 5.322
O24 -5.762 -5.997 -2.573
H69 3.764 4.873 -2.143
H70 5.939 3.683 -1.506
H71 2.874 7.693 4.016
H72 1.304 -0.928 -1.076
H73 -1.303 -2.536 -6.950
C30 -1.872 0.061 -0.263
H74 3.442 1.471 7.324
S10 -0.254 -3.275 3.765
H75 1.160 1.629 3.856
F10 2.776 1.420 -7.556
H76 -0.487 -7.123 -0.592
H77 0.145 -3.396 -8.647
C31 6.396 5.051 -3.201
H78 2.551 8.383 6.493
F11 -6.538 -1.497 1.107
C32 -7.358 -0.899 -3.924
O25 -6.779 5.876 0.729
C33 1.285 8.837 4.737
N12 -3.351 3.072 -4.057
C34 -4.839 -0.820 3.536
H79 2.008 -9.534 0.384
H80 1.016 7.512 6.456
H81 -0.166 0.471 4.162
N13 -1.397 -3.521 5.065
O26 -3.635 -5.828 0.323
O27 1.286 -5.174 -3.672
H82 2.124 5.946 2.073
H83 3.714 4.698 3.574
C35 -9.104 -3.169 -2.858
S11 4.083 1.803 -6.659
H84 1.179 -7.421 -0.879
C36 -0.455 6.730 1.804
N14 0.236 -7.505 -3.206
H85 2.554 4.256 6.542
H86 9.878 7.486 -2.736
H87 -1.889 -10.765 1.748
C37 5.987 2.854 2.636
H88 -7.022 -0.945 -2.888
H89 5.112 3.118 2.042
S12 -1.315 -5.039 5.032
O28 -0.921 -2.817 2.513
H90 -4.500 -4.117 -4.660
C38 -4.150 -0.218 4.870
F12 -5.592 7.565 -0.571
C39 3.383 3.711 3.897
H91 -2.576 -10.620 -0.535
F13 2.533 -7.142 -3.826
C40 9.459 5.776 -1.764
C41 0.246 -0.928 -0.817
C42 4.732 -4.248 -5.268
C43 2.864 -2.576 -5.631
H92 0.534 5.137 0.721
H93 0.233 9.119 4.680
C44 5.899 3.571 3.962
C45 4.362 1.946 5.401
N15 -0.034 -8.844 0.511
H94 6.694 3.108 4.545
H95 4.259 -3.106 -8.824
H96 -11.061 -3.969 -3.655
C46 -0.297 1.533 2.197
H97 -0.753 -8.541 2.667
H98 3.482 3.810 7.953
H99 0.304 6.656 -0.147
H100 -0.152 0.340 8.455
H101 -4.720 0.699 5.020
C47 5.668 3.826 -2.552
C48 4.665 4.233 6.093
H102 -1.469 6.492 1.484
H103 2.703 -1.513 -5.813
S13 -7.764 -0.436 0.684
C49 0.616 -2.930 -7.782
H104 -0.102 -2.275 -5.870
C50 1.311 -5.093 0.302
S14 1.059 -6.524 -4.109
H105 -0.536 8.736 2.857
H106 6.034 2.882 -2.957
H107 -8.376 -3.877 -4.927
S15 -3.364 1.650 -4.171
F14 -4.390 -3.739 0.952
C51 -0.667 -0.488 7.969
S16 -1.528 4.957 5.534
H108 -6.910 -3.224 -6.315
H109 -3.216 0.870 8.421
C52 1.807 7.745 3.797
O29 -5.681 -7.551 -0.539
O30 -3.374 4.311 1.037
O31 -0.667 2.301 -4.215
C53 -4.846 -3.117 -4.399
H110 8.999 3.702 -1.734
F15 5.654 1.424 -0.239
O32 -9.738 0.267 -1.298
H111 -6.816 -0.193 -4.553
C54 -2.819 -1.667 8.159
F16 -2.698 -5.284 5.831
S17 -3.485 3.793 4.722
C55 8.608 6.097 -3.904
H112 -2.884 -1.172 -1.912
H113 -2.449 -2.024 -0.649
H114 -6.549 -4.182 -3.663
S18 -5.899 -6.250 -1.153
C56 0.515 6.222 0.830
H115 -8.412 -0.631 -3.853
N16 1.544 8.057 2.295
H116 3.462 3.262 -2.378
O33 5.907 0.780 -4.742
H117 1.428 -4.323 1.064
C57 3.883 -2.449 -8.041
H118 -3.124 -9.655 1.739
H119 -1.604 -0.674 5.988
C58 8.938 6.942 -2.642
H120 0.036 2.537 1.932
H121 -0.151 -5.904 1.556
C59 1.821 6.739 1.390
H122 -0.421 2.246 4.147
O34 7.015 1.782 -6.873
H123 -4.585 -2.660 -6.515
H124 2.317 1.691 6.330
H125 -4.965 0.010 2.840
H126 10.483 5.541 -2.053
C60 8.510 4.661 -1.906
H127 -4.808 -1.799 6.447
H128 3.212 -5.251 -6.164
C61 -10.481 -3.935 -2.732
H129 2.313 -5.394 -0.004
H130 7.902 6.649 -4.525
H131 1.362 -6.653 1.750
H132 -0.531 1.692 -1.705
H133 3.617 -3.184 -3.842
H134 7.961 3.960 2.131
C62 -3.973 -1.276 5.981
H135 5.859 5.220 -4.134
H136 -2.584 -8.752 -0.430
H137 2.432 3.803 4.423
H138 -1.813 -0.588 9.754
F17 -4.965 1.367 -4.041
H139 -0.388 6.116 2.702
N17 -4.736 5.303 -0.852
H140 3.834 4.191 -3.749
O35 3.414 -1.899 1.271
H141 4.059 1.205 4.661
H142 -8.503 -3.910 -2.331
C63 -2.061 -1.165 -1.197
F18 0.303 -1.859 4.332
C64 -0.367 -3.000 -6.639
O36 -2.839 2.659 4.037
H143 8.117 7.487 -2.179
H144 7.993 2.796 -3.742

=====

HOMO-LUMO gap readings, ordered: 6.12, 5.30 eV